2 unconnected molecules or ions with the total composition C20H23N3O6 in a non-equilibrium geometry, computed with ωB97M-V/def2-TZVPD.

Geometry as XYZ:
```
52
Properties=species:S:1:pos:R:3:forces:R:3
C 2.744664 2.910446 -3.311644 -0.1 0.1 0.5
N 2.695930 2.254805 -2.005949 0.2 -0.7 -0.3
C 2.428589 2.872999 -0.847275 -0.1 1.1 0.4
O 2.225336 4.081053 -0.790090 0.0 -0.1 0.2
C 2.386990 2.011048 0.429485 0.2 -0.3 0.1
C 1.024722 1.322097 0.624230 -0.3 -0.3 -0.3
C 0.470707 0.667287 -0.603389 0.6 -0.6 -0.3
C -0.724606 0.940522 -1.172312 0.4 -0.3 -0.1
N -0.874225 0.187421 -2.319643 -0.9 0.2 -0.8
C 0.238397 -0.585677 -2.567876 0.3 0.3 1.1
C 0.587677 -1.458446 -3.607769 0.4 -0.1 0.3
C 1.830322 -2.112765 -3.560679 -0.7 0.7 0.5
C 2.698948 -1.895214 -2.475995 -0.6 0.6 0.5
C 2.335600 -1.020913 -1.433821 -0.2 -0.2 -0.5
C 1.098471 -0.338520 -1.457285 0.6 -0.3 -0.4
N 2.711693 2.793019 1.626973 -0.6 0.7 -1.6
C 3.327910 2.310862 2.703387 0.8 -1.0 1.0
C 3.568004 3.284520 3.833575 -0.1 0.0 -0.1
O 3.695734 1.147537 2.802800 -0.1 -0.1 -0.3
H 2.005052 3.712981 -3.355811 0.1 -0.1 0.1
H 2.526663 2.186297 -4.098245 0.0 0.0 0.2
H 3.736054 3.335387 -3.475446 -0.1 0.1 -0.1
H 2.794728 1.249760 -1.985675 0.0 0.1 -0.1
H 3.142201 1.234395 0.312466 0.1 0.0 0.2
H 1.119351 0.566276 1.405717 0.2 0.2 0.2
H 0.304574 2.067042 0.967256 0.0 0.0 0.0
H -1.448163 1.647304 -0.784772 -0.2 -0.2 -0.4
H -1.718850 0.181902 -2.871547 0.2 -0.1 0.1
H -0.092805 -1.627212 -4.428080 -0.1 0.0 -0.1
H 2.114996 -2.791179 -4.353278 0.0 0.0 0.0
H 3.649286 -2.410818 -2.439804 0.0 0.0 0.0
H 3.006080 -0.875410 -0.599445 0.2 0.0 0.1
H 2.473794 3.773388 1.602921 0.0 0.0 -0.2
H 2.611124 3.658588 4.192091 0.0 0.2 0.1
H 4.085400 2.768988 4.641629 -0.1 0.0 -0.1
H 4.178969 4.110991 3.475242 0.0 0.2 0.1
O -1.455877 -4.547029 0.943291 0.0 1.4 -0.9
C -1.547307 -3.509887 0.294177 1.5 -2.4 0.7
O -0.564428 -3.099508 -0.556775 -1.5 0.2 0.8
C -2.783557 -2.667424 0.447575 -1.9 2.9 -0.9
O -2.935405 -1.632125 -0.207293 0.9 -1.1 0.2
C -3.858262 -3.041884 1.389368 -0.6 0.0 0.5
C -4.956086 -2.246785 1.641882 1.2 -1.2 0.1
C -5.953461 -2.624707 2.635958 -1.0 1.3 0.1
C -6.964140 -1.772992 2.998490 1.2 -1.5 -0.1
O -7.852164 -2.158046 3.967324 0.1 0.8 -0.5
H 0.151891 -3.748532 -0.492610 -0.1 -0.1 0.1
H -3.749436 -3.975778 1.930561 0.0 0.1 0.0
H -5.064517 -1.298580 1.119715 0.1 -0.1 0.0
H -5.887686 -3.588655 3.132025 0.1 0.1 -0.1
H -7.044856 -0.795752 2.526622 -0.3 -0.1 0.2
H -8.494021 -1.453080 4.157746 0.4 -0.3 -0.2
```
Positions in Å, forces in eV/Å.

Computed properties:
Energy above the lowest of the compared OMol25 structures with the same formula, charge and spin   68.47 kcal per mole
E_HOMO   -8.0 eV
Net charge   0
E_LUMO   -0.8 eV

A molecular structure, C7H18N2O in a non-equilibrium geometry, computed with ωB97M-V/def2-TZVPD.

Geometry as XYZ:
```
28
Properties=species:S:1:pos:R:3:forces:R:3
C -1.366752 0.973027 0.175994 0.0 2.1 -0.6
C -0.271555 -1.574175 -0.638283 1.6 0.3 0.6
C -2.728584 0.427631 -0.112019 0.3 -0.5 -0.3
C -0.939918 0.953605 1.607299 0.1 -0.3 0.0
C -0.706776 1.782739 -0.741305 -1.3 -0.1 1.1
C -0.602979 -2.594570 0.438911 0.0 -0.1 -0.3
H 0.479277 -1.954615 -1.332741 -0.1 -0.4 -0.2
H -1.139408 -1.323867 -1.239001 0.0 0.5 0.1
H 0.123269 0.721804 1.672026 0.0 0.0 -0.1
H 0.674107 1.260165 -1.194519 2.6 -0.9 -0.4
H -3.466482 1.040393 0.413740 0.1 0.1 0.1
H -2.964063 0.445567 -1.174185 0.0 0.0 0.0
H -2.832976 -0.586587 0.269065 -0.1 -0.1 0.0
H -1.506224 0.236251 2.197288 -0.1 0.0 0.0
H -1.088772 1.946332 2.037370 0.0 0.0 0.0
H -1.253882 2.063999 -1.633358 0.1 -0.4 -0.3
H -0.175892 2.628762 -0.312797 0.5 -0.3 0.1
H -1.056413 -3.491269 0.013440 0.0 -0.1 0.1
H 0.301135 -2.889499 0.971065 0.0 0.0 0.1
H -1.296046 -2.180628 1.171835 -0.1 0.0 0.1
C 2.527816 0.518694 -0.523591 -0.3 0.1 1.7
N 3.902800 0.621636 -0.632205 -0.1 0.1 -0.5
N 1.915102 0.088008 0.535294 0.5 0.3 0.1
O 1.847411 1.006598 -1.519213 -2.2 0.7 -0.3
H 2.525510 -0.172871 1.302359 0.3 0.0 -0.2
H 0.375552 -0.755323 -0.156123 -1.7 -0.8 -0.8
H 4.472846 0.051402 -0.030022 -0.2 0.0 -0.1
H 4.251898 0.756792 -1.566327 0.1 0.0 0.0
```
Positions in Å, forces in eV/Å.

Computed properties:
Energy above the lowest of the compared OMol25 structures with the same formula, charge and spin   58.63 kcal per mole
E_HOMO   -8.7 eV
Net charge   0
E_LUMO   0.4 eV

A single C13H11ClO molecule in a non-equilibrium geometry, computed with ωB97M-V/def2-TZVPD.

Geometry as XYZ:
```
26
Properties=species:S:1:pos:R:3:forces:R:3
C 7.533908 -3.135922 -1.013767 -0.2 0.4 0.0
C 6.156710 -2.808742 -0.486826 -1.3 2.3 -1.6
C 5.448685 -1.727069 -1.002564 0.8 -2.1 1.1
C 4.130718 -1.361300 -0.580177 -0.7 0.1 0.5
C 3.028924 -1.025808 -0.188341 -1.4 0.4 0.5
C 1.737982 -0.583146 0.269207 1.6 -0.3 -0.9
C 0.667049 -0.084162 0.549975 -0.5 0.7 0.2
C -0.536807 0.590673 0.849994 1.1 -1.0 -0.5
C -1.625583 1.084693 1.019665 -0.5 -0.3 0.5
C -2.954527 1.537772 1.339259 -0.7 0.6 -1.1
C -3.809494 1.960459 0.365296 1.1 -0.1 1.9
C -5.172177 2.524877 0.701734 0.1 -0.8 0.1
Cl -5.518182 3.896407 -0.417024 0.0 0.1 0.3
C -6.275745 1.467521 0.498051 -0.6 0.1 -0.7
O -6.340157 1.068717 -0.887652 0.1 -0.4 1.0
H 8.245893 -3.246984 -0.185117 -0.1 -0.3 -0.3
H 7.546023 -4.024889 -1.673866 0.0 0.3 0.5
H 7.871797 -2.275559 -1.612932 0.0 -0.4 0.1
H 5.665816 -3.398824 0.278707 0.2 -0.1 0.0
H 5.869898 -1.113967 -1.786924 0.2 0.0 0.0
H -3.276984 1.545940 2.389615 0.3 0.0 -0.4
H -3.439202 1.942942 -0.642600 -0.3 0.0 -0.4
H -5.185135 2.902798 1.745321 0.0 -0.1 -0.7
H -7.266390 1.864547 0.826983 0.7 -0.1 -0.2
H -6.058796 0.558923 1.101842 0.0 0.6 -0.5
H -6.444225 1.840103 -1.457859 0.0 0.1 0.3
```
Positions in Å, forces in eV/Å.

Computed properties:
Energy above the lowest of the compared OMol25 structures with the same formula, charge and spin   90.79 kcal per mole
E_HOMO   -8.4 eV
Net charge   0
E_LUMO   -0.2 eV

A molecular structure, C47H62BrClIMoN2O4 in a non-equilibrium geometry, computed with ωB97M-V/def2-TZVPD.

Geometry as XYZ:
```
119
Properties=species:S:1:pos:R:3:forces:R:3
Mo -0.111322 -0.561305 -0.328710 0.9 0.0 0.7
C -1.302995 -3.338192 0.483233 0.1 0.0 0.0
N 0.052001 -2.763966 0.310691 -0.1 0.0 -0.2
C 0.755186 -3.551340 -0.730255 0.0 0.0 0.1
C 0.781634 -2.855057 1.601739 0.0 0.1 -0.1
C 1.944977 -1.879894 1.647498 -0.1 0.0 -0.1
N 1.537878 -0.496599 1.281179 -0.1 0.1 -0.1
C 1.078635 0.260310 2.488327 0.0 0.0 -0.1
C -0.123532 -0.286940 3.207917 0.3 0.0 0.0
C -0.080052 -0.580260 4.553607 0.1 0.1 0.1
C -1.223861 -1.014426 5.229242 -0.1 0.0 -0.1
C -2.404768 -1.056500 4.503048 0.0 0.0 0.0
C -2.502978 -0.766868 3.133380 -0.3 -0.1 0.1
C -1.314357 -0.454825 2.499551 0.3 0.1 -0.6
O -1.191836 -0.350663 1.145795 -1.3 0.1 1.7
C -3.898468 -0.761898 2.487793 0.1 0.0 0.0
C -4.766356 0.250766 3.258135 0.0 0.0 0.0
C -4.534066 -2.156083 2.587165 0.0 0.0 0.0
C -3.905326 -0.335816 1.016237 -0.1 0.0 -0.1
C -1.137534 -1.415711 6.701546 0.0 0.0 0.0
C -0.144980 -2.579395 6.842513 0.0 0.0 0.0
C -2.489320 -1.868092 7.254475 0.0 0.0 0.0
C -0.641944 -0.223620 7.532836 0.0 0.0 0.0
C 2.703221 0.270335 0.722929 0.0 -0.2 -0.1
C 3.430255 -0.411208 -0.408296 0.0 0.0 0.3
C 4.798412 -0.592760 -0.354265 0.1 0.1 0.0
C 5.486834 -1.199058 -1.407078 0.0 0.0 0.0
C 4.745555 -1.524053 -2.533654 0.0 0.0 -0.1
C 3.358263 -1.355101 -2.642861 0.2 -0.1 -0.3
C 2.716041 -0.870007 -1.515960 -0.5 0.2 0.3
O 1.361769 -0.862704 -1.403146 1.3 -0.5 -1.1
C 2.677452 -1.696065 -3.981217 0.0 0.0 0.1
C 1.212131 -1.248552 -4.053831 -0.1 0.0 -0.1
C 2.738025 -3.212656 -4.211419 0.0 0.0 0.0
C 3.423706 -0.972378 -5.118400 0.0 0.0 0.1
C 6.981327 -1.498684 -1.278113 0.0 0.1 0.0
C 7.751767 -0.201966 -0.991619 0.0 0.0 0.0
C 7.186433 -2.478812 -0.113466 0.0 0.0 0.0
C 7.552386 -2.133421 -2.547327 0.0 0.0 0.0
H -1.231536 -4.390941 0.767354 0.0 0.0 0.0
H -1.851326 -3.256546 -0.452027 0.0 0.0 0.0
H -1.834964 -2.795205 1.260168 0.0 0.0 0.0
H 0.720334 -4.613656 -0.474848 0.0 0.0 0.0
H 1.792336 -3.236732 -0.814769 0.0 0.0 0.0
H 0.269998 -3.397068 -1.692119 0.0 0.0 0.0
H 1.158525 -3.872870 1.736598 0.0 -0.1 0.0
H 0.076909 -2.653688 2.404067 0.0 0.0 0.0
H 2.718403 -2.198403 0.952658 0.1 0.0 -0.1
H 2.382553 -1.875878 2.648146 0.0 0.0 0.1
H 0.862702 1.267950 2.134714 0.0 0.1 0.0
H 1.911621 0.331362 3.192634 0.1 0.0 0.0
H 0.856883 -0.448343 5.087818 -0.1 -0.1 0.0
H -3.314487 -1.338378 5.015499 0.0 0.0 0.0
H -4.934363 -0.055204 4.291741 0.0 0.0 0.0
H -5.741942 0.345330 2.775029 0.0 0.0 0.0
H -4.291479 1.234892 3.268512 0.0 0.0 0.0
H -4.531502 -2.534778 3.610773 0.0 0.0 0.0
H -4.003899 -2.876464 1.957322 0.0 0.0 0.1
H -5.572444 -2.116612 2.247354 0.1 0.0 0.0
H -3.454979 0.650200 0.877034 0.0 -0.1 0.0
H -4.943210 -0.284011 0.678387 0.0 0.0 0.0
H -3.382348 -1.050577 0.380132 0.0 0.0 0.0
H -0.484885 -3.448249 6.272925 0.0 0.0 0.0
H -0.055870 -2.874254 7.891390 0.0 0.0 -0.1
H 0.850559 -2.304926 6.486285 0.0 0.0 0.0
H -2.879796 -2.732571 6.711354 0.0 0.0 0.0
H -3.232164 -1.066841 7.216876 0.0 0.0 0.0
H -2.372363 -2.159515 8.299848 0.0 0.0 0.0
H 0.374190 0.069085 7.257678 -0.1 0.0 0.0
H -0.636678 -0.482648 8.594353 0.0 0.0 0.0
H -1.293281 0.643093 7.395825 0.0 0.0 0.0
H 3.421239 0.462720 1.524575 0.0 0.0 0.1
H 2.295443 1.233270 0.407406 0.0 0.1 0.0
H 5.337042 -0.245810 0.523760 -0.1 -0.1 0.0
H 5.260674 -1.947128 -3.383832 0.0 0.0 0.0
H 0.575470 -1.825567 -3.381478 0.0 0.1 -0.1
H 0.848437 -1.399924 -5.073081 0.0 0.0 0.0
H 1.101614 -0.187703 -3.812746 0.0 -0.1 0.0
H 2.196816 -3.748710 -3.426019 0.0 0.0 0.0
H 3.768011 -3.575674 -4.220004 0.0 0.0 0.0
H 2.282464 -3.467096 -5.172502 0.0 0.0 0.0
H 3.483682 0.100967 -4.922511 0.0 0.0 0.0
H 2.889120 -1.119700 -6.059742 0.0 0.0 0.0
H 4.437918 -1.347913 -5.255715 0.0 0.0 0.0
H 7.462738 0.241909 -0.036169 0.0 0.0 -0.1
H 7.575128 0.536585 -1.776883 0.0 0.0 0.0
H 8.824553 -0.405682 -0.949484 0.0 0.0 0.0
H 6.825103 -2.061848 0.829078 0.0 0.0 0.0
H 8.248870 -2.706602 0.005163 0.0 0.0 0.0
H 6.656437 -3.416069 -0.299209 0.0 0.0 0.0
H 7.474326 -1.461793 -3.406461 0.0 0.0 0.0
H 7.050804 -3.073367 -2.791344 0.0 0.0 0.0
H 8.610534 -2.355096 -2.395682 0.0 0.0 0.0
Cl -2.392320 3.357500 -6.068027 0.0 0.0 0.1
C -1.779094 2.702336 -4.586941 0.1 0.2 -0.1
C -0.885516 3.470450 -3.806897 -0.1 0.0 -0.1
C -0.393967 2.997221 -2.623940 0.0 0.0 0.0
C -0.750635 1.712971 -2.163199 -0.1 0.1 -0.1
O -0.297849 1.304851 -1.014464 0.2 0.0 0.1
C -1.623990 0.932821 -2.965511 -0.1 0.1 -0.1
C -1.979430 -0.380654 -2.620732 -0.2 0.2 -0.5
O -1.503415 -1.050732 -1.674135 -0.3 -0.5 0.0
C -2.145762 1.464296 -4.175551 -0.1 -0.2 0.0
H -0.589536 4.449869 -4.160584 0.0 0.0 0.0
H 0.278103 3.591043 -2.019283 0.0 0.0 0.0
H -2.721947 -0.899751 -3.232026 0.0 0.1 -0.1
H -2.826035 0.867406 -4.773403 0.0 0.0 0.0
Br 2.245094 4.070253 2.794632 0.0 0.0 0.0
C 0.641882 4.860871 3.427562 0.0 0.0 0.0
C 0.744747 5.710456 4.519207 0.0 0.0 0.1
C -0.393013 6.307184 5.040133 0.0 0.0 0.0
C -1.633857 6.046215 4.478836 0.0 0.0 0.0
C -1.735363 5.197005 3.387591 0.0 0.1 0.1
C -0.597074 4.608111 2.849947 0.0 0.0 0.0
I -0.816675 3.379057 1.184063 0.0 0.0 0.0
H 1.715743 5.901683 4.954920 0.0 0.0 0.0
H -0.304465 6.976074 5.886936 0.0 0.0 0.0
H -2.525448 6.508239 4.881160 0.0 0.0 0.0
H -2.701565 4.991473 2.945938 0.0 0.0 0.0
```
Positions in Å, forces in eV/Å.

Computed properties:
Energy above the lowest of the compared OMol25 structures with the same formula, charge and spin   8.31 kcal per mole
E_HOMO (spin up / spin down)   -9.7 / -10.6 eV
Net charge   +1
2S+1   3
E_LUMO (spin up / spin down)   -3.4 / -3.5 eV

Copy entry 2 word for word.
A molecular structure, C7H18N2O in a non-equilibrium geometry, computed with ωB97M-V/def2-TZVPD.

Geometry as XYZ:
```
28
Properties=species:S:1:pos:R:3:forces:R:3
C -1.366752 0.973027 0.175994 0.0 2.1 -0.6
C -0.271555 -1.574175 -0.638283 1.6 0.3 0.6
C -2.728584 0.427631 -0.112019 0.3 -0.5 -0.3
C -0.939918 0.953605 1.607299 0.1 -0.3 0.0
C -0.706776 1.782739 -0.741305 -1.3 -0.1 1.1
C -0.602979 -2.594570 0.438911 0.0 -0.1 -0.3
H 0.479277 -1.954615 -1.332741 -0.1 -0.4 -0.2
H -1.139408 -1.323867 -1.239001 0.0 0.5 0.1
H 0.123269 0.721804 1.672026 0.0 0.0 -0.1
H 0.674107 1.260165 -1.194519 2.6 -0.9 -0.4
H -3.466482 1.040393 0.413740 0.1 0.1 0.1
H -2.964063 0.445567 -1.174185 0.0 0.0 0.0
H -2.832976 -0.586587 0.269065 -0.1 -0.1 0.0
H -1.506224 0.236251 2.197288 -0.1 0.0 0.0
H -1.088772 1.946332 2.037370 0.0 0.0 0.0
H -1.253882 2.063999 -1.633358 0.1 -0.4 -0.3
H -0.175892 2.628762 -0.312797 0.5 -0.3 0.1
H -1.056413 -3.491269 0.013440 0.0 -0.1 0.1
H 0.301135 -2.889499 0.971065 0.0 0.0 0.1
H -1.296046 -2.180628 1.171835 -0.1 0.0 0.1
C 2.527816 0.518694 -0.523591 -0.3 0.1 1.7
N 3.902800 0.621636 -0.632205 -0.1 0.1 -0.5
N 1.915102 0.088008 0.535294 0.5 0.3 0.1
O 1.847411 1.006598 -1.519213 -2.2 0.7 -0.3
H 2.525510 -0.172871 1.302359 0.3 0.0 -0.2
H 0.375552 -0.755323 -0.156123 -1.7 -0.8 -0.8
H 4.472846 0.051402 -0.030022 -0.2 0.0 -0.1
H 4.251898 0.756792 -1.566327 0.1 0.0 0.0
```
Positions in Å, forces in eV/Å.

Computed properties:
Energy above the lowest of the compared OMol25 structures with the same formula, charge and spin   58.63 kcal per mole
E_HOMO   -8.7 eV
Net charge   0
E_LUMO   0.4 eV

Look up the net charge of the fourth one. +1

What is the energy above the lowest of the compared OMol25 structures with the same formula, charge and spin in the fourth record? 8.31 kcal per mole

Among the records above, which one has the lowest energy above the lowest of the compared OMol25 structures with the same formula, charge and spin? C47H62BrClIMoN2O4